(1)
{
  "formula": "C21H31N3O3",
  "method": "ωB97M-V/def2-TZVPD",
  "species": ["C", "O", "C", "C", "C", "C", "N", "C", "O", "N", "C", "C", "O", "N", "C", "C", "C", "C", "C", "C", "C", "C", "C", "C", "C", "C", "C", "H", "H", "H", "H", "H", "H", "H", "H", "H", "H", "H", "H", "H", "H", "H", "H", "H", "H", "H", "H", "H", "H", "H", "H", "H", "H", "H", "H", "H", "H", "H"],
  "coordinates": [[-2.6826, 5.9659, 3.5970], [-2.1364, 5.5726, 2.3635], [-1.9004, 4.2448, 2.1506], [-1.3709, 3.9084, 0.9044], [-1.0941, 2.5997, 0.5766], [-1.3409, 1.5839, 1.4977], [-1.0857, 0.2326, 1.2352], [-0.5641, -0.3318, 0.0942], [-0.2679, 0.2828, -0.9064], [-0.3336, -1.6779, 0.2341], [-0.0786, -2.5060, -0.9392], [1.0117, -1.9005, -1.8620], [0.8192, -1.8964, -3.0646], [2.2051, -1.5172, -1.3559], [2.6275, -1.5204, 0.0251], [3.4029, -0.2591, 0.4406], [2.8740, 1.0384, -0.1747], [3.5040, 1.3466, -1.5322], [3.0005, 0.4312, -2.6431], [3.1835, -1.0532, -2.3281], [-1.3665, -2.6402, -1.7728], [-2.4521, -3.4155, -1.0361], [-1.9521, -4.8078, -0.6657], [-0.7004, -4.7082, 0.1992], [0.3918, -3.9038, -0.5062], [-1.8666, 1.9181, 2.7401], [-2.1467, 3.2327, 3.0698], [-3.6663, 5.5146, 3.7650], [-2.0198, 5.7125, 4.4314], [-2.7898, 7.0481, 3.5409], [-1.1837, 4.7011, 0.1979], [-0.6916, 2.3547, -0.3913], [-1.2872, -0.3833, 2.0098], [-0.8015, -2.1634, 0.9852], [3.2734, -2.3953, 0.2009], [1.7480, -1.6126, 0.6583], [4.4589, -0.3664, 0.1837], [3.3468, -0.1978, 1.5301], [3.0966, 1.8628, 0.5066], [1.7928, 0.9842, -0.2923], [4.5925, 1.2654, -1.4529], [3.2708, 2.3785, -1.8026], [3.5282, 0.6643, -3.5699], [1.9358, 0.6026, -2.8053], [4.1838, -1.2579, -1.9426], [3.0283, -1.6305, -3.2433], [-1.7117, -1.6378, -2.0306], [-1.1171, -3.1470, -2.7045], [-3.3313, -3.4960, -1.6777], [-2.7584, -2.8793, -0.1329], [-1.7144, -5.3566, -1.5790], [-2.7296, -5.3604, -0.1334], [-0.3169, -5.7073, 0.4170], [-0.9539, -4.2475, 1.1586], [0.6952, -4.4369, -1.4093], [1.2639, -3.8233, 0.1439], [-2.0640, 1.1415, 3.4671], [-2.5555, 3.4475, 4.0445]],
  "charge": 0,
  "smiles": "COc1ccc(NC(=O)NC2(C(=O)N3CCCCCC3)CCCCC2)cc1",
  "multiplicity": 1
}

---

(2)
{
  "formula": "H25O12",
  "method": "ωB97M-V/def2-TZVPD",
  "species": ["O", "H", "H", "O", "H", "H", "O", "H", "O", "H", "H", "O", "H", "H", "O", "H", "H", "O", "H", "H", "O", "H", "H", "O", "H", "H", "O", "H", "H", "O", "H", "H", "O", "H", "H", "H", "H"],
  "coordinates": [[-2.1239, -0.4978, -2.6962], [2.1771, 0.0660, 3.5283], [-2.2242, -0.5261, -1.7400], [1.9391, -0.6133, -2.7586], [2.7959, -1.0191, -2.6068], [-1.7580, -2.0545, 2.5291], [0.2805, 3.1321, 2.4181], [-0.3704, 0.0025, 3.1318], [-1.2780, 1.9162, 0.3853], [0.3812, 2.7208, 3.2713], [-0.6150, 1.7459, 1.0827], [1.3057, -2.3278, 0.2747], [1.0926, -2.7385, -0.5672], [0.5048, -2.3277, 0.7986], [1.7386, 1.7711, -0.8317], [2.3816, 2.3658, -1.2299], [1.0252, 2.3796, -0.6104], [-1.7238, -1.9166, 1.5807], [-0.3219, 3.8278, 2.7189], [0.4907, 0.2038, -0.0545], [1.6402, -0.5650, 3.0458], [2.0986, -1.3946, 2.9349], [1.5369, -0.4176, -1.9003], [-0.8694, 0.7198, 3.5456], [-1.4594, -1.2093, -2.7458], [-0.6740, 0.6772, 4.4864], [-0.1709, -2.7434, -3.3608], [-0.4588, -3.6467, -3.4869], [0.6336, -2.5582, -3.8470], [-0.0055, -0.1686, -0.7869], [-1.9104, 2.3885, 0.9442], [-1.1272, 1.0137, -2.7095], [-0.9972, 1.8007, -2.0859], [-2.3684, -2.4895, 1.1571], [-1.1183, 1.4719, -1.1108], [-0.3881, -0.9633, -0.3995], [-0.0596, 1.9741, -2.3047]],
  "charge": 1,
  "multiplicity": 1
}

---

(3)
{
  "formula": "C4H4S2",
  "method": "ωB97M-V/def2-TZVPD",
  "species": ["C", "C", "C", "C", "S", "S", "H", "H", "H", "H"],
  "coordinates": [[-1.8476, -0.6341, 0.0725], [-1.8979, 0.7283, 0.0057], [-0.3663, -0.7345, -0.0050], [-0.2070, 0.7700, 0.0515], [-3.5355, -1.0726, 0.1032], [-3.5774, 1.0754, 0.0290], [0.0137, -1.1938, 0.8268], [0.1043, -1.1115, -1.0107], [0.3011, 1.4664, -0.7058], [0.3019, 1.1952, 0.9269]],
  "charge": 0,
  "multiplicity": 1
}

---

(4)
{
  "formula": "CH8NO2",
  "method": "ωB97M-V/def2-TZVPD",
  "species": ["C", "N", "H", "H", "H", "H", "H", "H", "O", "H", "H", "O"],
  "coordinates": [[0.2301, -2.2045, -1.8321], [0.6276, -1.3782, -0.9390], [0.9833, -2.6381, -2.5658], [-0.6705, -2.8052, -1.5258], [0.0019, -0.8316, -0.1601], [1.4138, -0.7203, -1.3075], [-1.0100, -0.0339, 1.9787], [-0.3102, 0.9775, 1.1092], [-0.9274, 0.1428, 1.0698], [-0.4522, 3.2588, 2.0814], [0.1746, 3.4761, 0.7578], [-0.0608, 2.7566, 1.3333]],
  "charge": 1,
  "multiplicity": 1
}

---

HOMO level per entry: -7.9 -13.8 -8.3 -15.5 eV
Energy above the lowest of the compared OMol25 structures with the same formula, charge and spin per entry: 83.9 126.7 312.3 126.8 kJ/mol
Calculated total energy per entry: -32894.4979 -24969.7177 -25879.4854 -6744.0126 eV